ORCA calculation (ωB97M-V/def2-TZVPD) on a structure of composition C14H13IrNS at a distorted geometry.

As for the energy above the lowest of the compared OMol25 structures with the same formula, charge and spin: 0.2983 eV. The value obtained for the orbital gap (alpha / beta) is 6.0 / 5.1 eV. For the total energy, the calculation gives -29868.5555 eV. The calculation puts the lowest unoccupied orbital energy (alpha / beta) at -7.07 / -11.26 eV.

Structure (ORCA input):
```
! RIJCOSX wB97M-V def2-TZVPD def2/J DEFGRID3
* xyz 2 6
Ir 0.33 0.06 -0.51
C 0.17 -0.67 -2.39
H 1.00 -0.47 -3.06
H -0.56 -1.40 -2.75
H -0.39 0.29 -2.16
H 0.61 -1.25 -1.35
H -1.08 -0.59 -0.31
S 1.83 1.47 3.45
C 1.25 -0.19 3.64
C 1.20 -0.96 4.79
C 0.60 -2.23 4.73
C 0.05 -2.71 3.53
C 0.12 -1.94 2.37
C 0.71 -0.68 2.43
N 0.80 0.28 1.39
C 1.31 1.44 1.80
C 1.43 2.42 0.78
C 1.98 3.72 0.91
C 1.98 4.59 -0.17
C 1.40 4.20 -1.38
C 0.84 2.91 -1.54
C 0.90 2.02 -0.47
H 1.62 -0.56 5.71
H 0.54 -2.85 5.63
H -0.42 -3.69 3.51
H -0.29 -2.27 1.40
H 2.39 4.01 1.88
H 2.40 5.59 -0.07
H 1.37 4.90 -2.22
H 0.34 2.58 -2.45
*
```

---

ORCA calculation (ωB97M-V/def2-TZVPD) on a structure of composition C2H15N2O4 at a distorted geometry.

As for the energy above the lowest of the compared OMol25 structures with the same formula, charge and spin: 7.0806 eV. The value obtained for the orbital gap (alpha / beta) is 8.4 / 3.5 eV. For the total energy, the calculation gives -13478.2279 eV. The calculation puts the lowest unoccupied orbital energy (alpha / beta) at -1.24 / -4.60 eV.

Structure (ORCA input):
```
! RIJCOSX wB97M-V def2-TZVPD def2/J DEFGRID3
* xyz 0 2
C 0.96 -0.74 -1.62
C 0.64 -0.89 -0.15
N -0.55 -1.60 0.16
N 0.05 0.36 -2.07
H 2.05 -0.49 -1.77
H 1.54 -1.31 0.37
H -0.57 -2.20 1.06
H -1.43 -1.25 -0.22
H 0.14 1.06 0.30
H 0.04 0.50 -2.99
H -0.86 0.33 -1.67
H 0.62 -1.71 -2.06
H 1.50 1.39 2.93
O 1.21 1.06 2.12
H -2.63 0.02 2.55
H 0.58 0.26 0.26
O -1.96 0.44 1.94
H -2.33 0.25 0.95
H -3.50 0.15 -0.68
O -2.65 -0.18 -0.47
H 1.76 1.25 1.16
H 2.94 2.03 -0.14
O 2.45 1.25 0.05
*
```

---

ORCA calculation (ωB97M-V/def2-TZVPD) on a structure of composition C50H46INNbO6 at a distorted geometry.

The value obtained for the orbital gap is 4.7 eV. For the total energy, the calculation gives -76017.8993 eV. The calculation puts the lowest unoccupied orbital energy at 0.04 eV.

Structure (ORCA input):
```
! RIJCOSX wB97M-V def2-TZVPD def2/J DEFGRID3
* xyz -1 1
N -3.21 5.57 -1.04
C -1.98 6.16 -1.64
C -2.29 7.35 -2.58
C -2.10 8.76 -1.96
C -0.79 8.98 -1.14
C -1.14 9.56 0.29
Nb -1.29 8.05 1.99
C 0.39 9.05 3.16
C 1.40 7.96 3.70
C 2.48 7.57 2.64
I 2.43 5.45 2.08
H -2.87 5.04 -0.25
H -3.70 6.36 -0.63
H -1.27 6.38 -0.84
H -1.53 5.36 -2.26
H -1.75 7.22 -3.52
H -3.35 7.26 -2.84
H -3.00 9.02 -1.40
H -2.06 9.47 -2.80
H -0.14 8.09 -1.10
H -0.20 9.77 -1.64
H -0.37 10.31 0.55
H -2.11 10.09 0.26
H -0.17 6.88 1.12
H -1.43 6.80 3.32
H -2.49 9.13 2.89
H -2.73 7.24 1.22
H -0.01 9.55 4.05
H 0.91 9.76 2.51
H 1.92 8.31 4.60
H 0.83 7.05 3.94
H 3.48 7.71 3.05
H 2.32 8.11 1.70
C -1.85 -2.06 7.03
C -2.02 -0.72 7.37
C -1.41 0.27 6.62
C -0.62 -0.08 5.53
C -0.42 -1.42 5.20
C -1.05 -2.41 5.95
C 0.46 -1.80 4.07
O 0.62 -2.98 3.78
C 1.14 -0.73 3.30
C 2.01 -1.08 2.28
C 2.64 -0.09 1.54
C 2.40 1.25 1.82
C 1.54 1.60 2.85
C 0.91 0.61 3.60
C 0.01 1.00 4.72
O -0.20 2.17 4.97
H -2.33 -2.84 7.62
H -2.63 -0.45 8.22
H -1.55 1.31 6.88
H -0.91 -3.45 5.69
H 2.20 -2.12 2.05
H 3.33 -0.36 0.75
H 2.89 2.02 1.24
H 1.36 2.65 3.07
C 2.14 -5.82 -0.52
C 1.97 -4.48 -0.18
C 2.58 -3.49 -0.94
C 3.37 -3.84 -2.04
C 3.55 -5.18 -2.36
C 2.92 -6.17 -1.60
C 4.42 -5.57 -3.49
O 4.58 -6.74 -3.78
C 5.11 -4.51 -4.27
C 5.97 -4.86 -5.30
C 6.60 -3.87 -6.04
C 6.37 -2.52 -5.75
C 5.51 -2.17 -4.72
C 4.89 -3.16 -3.97
C 4.00 -2.77 -2.85
O 3.79 -1.60 -2.60
H 1.65 -6.59 0.07
H 1.36 -4.20 0.67
H 2.44 -2.45 -0.68
H 3.05 -7.21 -1.86
H 6.15 -5.90 -5.52
H 7.28 -4.14 -6.84
H 6.86 -1.75 -6.33
H 5.33 -1.13 -4.50
C -2.48 -3.28 -4.11
C -1.32 -3.46 -3.37
C -1.23 -4.50 -2.46
C -2.31 -5.36 -2.27
C -3.49 -5.17 -3.00
C -3.57 -4.13 -3.92
C -4.66 -6.04 -2.78
O -5.69 -5.88 -3.41
C -4.57 -7.12 -1.76
C -5.68 -7.92 -1.50
C -5.60 -8.93 -0.57
C -4.40 -9.17 0.11
C -3.30 -8.37 -0.14
C -3.38 -7.34 -1.07
C -2.19 -6.48 -1.31
O -1.15 -6.68 -0.72
H -2.55 -2.47 -4.83
H -0.48 -2.79 -3.51
H -0.32 -4.65 -1.89
H -4.47 -3.98 -4.50
H -6.61 -7.74 -2.03
H -6.47 -9.55 -0.36
H -4.34 -9.97 0.84
H -2.37 -8.55 0.39
*
```